{
  "formula": "C31H58N4O12S3",
  "method": "ωB97M-V/def2-TZVPD",
  "homo_energy_ev": -8.7,
  "e_tot_ha": -3532.108982,
  "multiplicity": 1,
  "e_lumo_ev": 0.1963,
  "homo_lumo_gap_ev": 8.9,
  "de_lowest_kcal_mol": 160.2,
  "symbols": ["C", "C", "O", "C", "O", "O", "H", "H", "H", "H", "C", "C", "O", "C", "O", "O", "H", "H", "H", "H", "C", "C", "O", "C", "O", "O", "H", "H", "H", "H", "C", "C", "C", "C", "N", "H", "H", "H", "H", "H", "H", "H", "C", "C", "C", "C", "N", "H", "H", "H", "H", "H", "H", "H", "C", "C", "C", "C", "N", "H", "H", "H", "H", "H", "H", "H", "C", "C", "C", "C", "N", "H", "H", "H", "H", "H", "H", "H", "C", "S", "O", "C", "H", "H", "H", "H", "H", "H", "C", "S", "O", "C", "H", "H", "H", "H", "H", "H", "C", "S", "O", "C", "H", "H", "H", "H", "H", "H"],
  "xyz": [[1.869, 0.141, 8.681], [2.541, -1.049, 7.975], [1.687, -2.087, 8.512], [0.510, -1.591, 8.803], [-0.444, -2.261, 8.886], [0.507, -0.263, 8.720], [1.929, 1.072, 8.117], [2.276, 0.371, 9.665], [3.581, -1.200, 8.265], [2.536, -1.064, 6.885], [-7.869, 4.283, -1.172], [-8.434, 3.248, -2.122], [-9.507, 2.640, -1.311], [-9.384, 3.039, -0.013], [-9.813, 2.411, 0.957], [-8.207, 3.778, 0.097], [-8.140, 5.317, -1.386], [-6.783, 4.244, -1.255], [-7.783, 2.457, -2.496], [-8.914, 3.643, -3.018], [-7.697, 0.779, 7.982], [-8.284, -0.537, 8.005], [-7.474, -1.392, 7.192], [-6.599, -0.621, 6.489], [-5.709, -1.018, 5.725], [-6.827, 0.672, 6.840], [-7.054, 1.065, 8.815], [-8.535, 1.467, 7.868], [-9.280, -0.626, 7.570], [-8.462, -1.042, 8.955], [-2.354, -3.418, -10.015], [-2.865, -4.845, -10.177], [-1.906, -6.006, -10.050], [-1.094, -6.021, -8.887], [-0.452, -5.879, -7.930], [-1.719, -3.162, -10.863], [-1.834, -3.234, -9.074], [-3.066, -2.594, -10.070], [-3.183, -4.967, -11.213], [-3.729, -4.755, -9.519], [-1.081, -5.896, -10.754], [-2.166, -7.062, -9.976], [8.321, -11.530, -6.659], [7.908, -10.417, -5.726], [7.039, -9.133, -6.152], [6.960, -8.011, -5.195], [6.928, -7.169, -4.377], [8.463, -11.076, -7.640], [7.564, -12.314, -6.635], [9.309, -11.888, -6.371], [8.803, -9.859, -5.452], [7.554, -10.741, -4.748], [6.009, -9.292, -6.474], [7.443, -8.723, -7.078], [-0.207, 0.082, -1.354], [1.172, -0.617, -1.686], [2.046, -0.580, -0.369], [2.059, 0.741, 0.404], [2.129, 1.754, 0.910], [-0.809, 0.100, -2.263], [0.018, 1.115, -1.088], [-0.747, -0.441, -0.564], [1.829, -0.095, -2.382], [1.057, -1.677, -1.916], [3.092, -0.767, -0.615], [1.805, -1.270, 0.440], [3.995, 7.327, -5.151], [4.212, 6.479, -3.909], [5.159, 5.316, -4.157], [6.603, 5.689, -4.022], [7.719, 5.982, -4.111], [4.849, 7.225, -5.821], [3.981, 8.391, -4.916], [3.122, 6.829, -5.573], [3.268, 6.053, -3.569], [4.429, 7.158, -3.085], [5.025, 4.802, -5.109], [5.232, 4.694, -3.265], [-1.437, 6.492, 5.752], [-1.211, 6.899, 3.940], [-2.457, 7.644, 3.484], [-0.118, 8.283, 4.306], [-1.437, 5.419, 5.944], [-2.476, 6.752, 5.954], [-0.812, 6.902, 6.546], [-0.395, 8.957, 5.116], [0.161, 8.881, 3.439], [0.830, 7.756, 4.422], [7.025, 6.163, 6.738], [8.690, 5.552, 6.709], [9.381, 6.197, 5.504], [9.555, 6.205, 8.158], [6.614, 5.963, 5.749], [6.801, 7.230, 6.741], [6.448, 5.501, 7.383], [9.276, 5.668, 9.065], [9.265, 7.212, 8.459], [10.641, 6.201, 8.072], [-6.398, -5.581, -2.990], [-7.823, -5.445, -1.716], [-8.866, -6.535, -1.761], [-6.994, -5.864, -0.078], [-5.503, -4.968, -2.889], [-6.714, -5.321, -4.000], [-5.975, -6.585, -2.934], [-6.015, -5.394, 0.019], [-6.704, -6.908, 0.035], [-7.475, -5.451, 0.809]],
  "atomic_forces_ev_per_a": [[0.63, 0.97, -1.32], [-0.15, 0.18, 1.18], [2.77, -0.76, -0.56], [-0.70, 0.01, -1.59], [-1.96, -0.98, 1.08], [0.35, 1.14, 0.82], [-0.08, -0.09, -0.13], [-0.12, -0.47, 0.20], [-0.19, -0.17, 0.33], [-0.55, 0.18, 0.01], [1.71, -0.53, -0.80], [-1.88, -0.25, -0.19], [-0.20, 1.03, 0.02], [2.58, -4.08, 2.08], [-0.07, 2.68, -2.75], [-1.83, 0.82, 0.29], [-0.62, -0.09, 0.34], [0.08, 0.15, 0.21], [0.25, -0.04, 0.66], [-0.03, 0.30, 0.16], [0.93, 1.11, -0.34], [-2.05, -3.69, 0.30], [1.10, -0.01, -0.39], [1.91, -0.91, -0.93], [-3.22, 1.35, 2.39], [0.37, 0.71, -0.81], [-0.25, -0.12, 0.17], [0.63, 0.63, -0.38], [-0.10, 0.66, -0.36], [0.69, 0.25, 0.34], [1.51, 0.53, -0.67], [-1.44, 0.96, -0.53], [1.57, -0.32, 0.62], [1.68, 1.66, 3.72], [-0.70, -0.52, -1.16], [0.66, -0.04, 0.20], [0.28, -0.30, -0.05], [-0.84, -0.65, 0.06], [-0.69, 0.29, 0.07], [-0.19, -1.51, 0.04], [-0.47, -0.17, -1.04], [-1.39, 0.07, -1.27], [-0.56, 0.81, -0.23], [0.15, 2.77, 1.61], [-0.28, -0.65, -1.06], [0.47, 1.16, 2.25], [0.01, -2.08, -2.21], [-0.24, -0.45, -0.34], [0.29, -0.14, -0.47], [-0.25, -0.28, 0.19], [0.45, -0.26, 0.10], [-0.29, -0.35, -0.17], [-0.22, -0.62, 0.32], [0.47, 0.08, 0.00], [1.39, -0.41, -1.40], [-0.18, 0.64, 2.88], [0.21, 1.17, 0.92], [-0.01, -2.52, -2.37], [0.01, 1.53, 0.98], [-0.21, -0.01, 0.11], [-0.28, -0.06, 0.22], [0.14, 0.09, 0.00], [-0.71, -0.04, -0.53], [0.01, 0.18, -0.37], [0.04, -0.06, 0.00], [-0.42, -0.51, -0.45], [0.44, -0.73, 0.03], [-0.44, 0.34, 0.50], [2.23, 0.64, 2.00], [0.58, 0.99, -1.93], [-0.90, -0.33, 0.53], [-0.05, -0.15, -0.19], [-0.85, -0.13, -0.17], [-0.15, 1.12, -0.80], [-0.18, -0.13, -0.26], [0.92, -0.47, 0.21], [-0.19, -0.15, 0.30], [-1.40, -1.01, -0.22], [-0.94, -0.90, 0.15], [-1.47, 2.60, 0.74], [0.82, -1.57, 0.40], [1.72, -0.47, -0.70], [0.26, -0.22, -0.52], [0.00, 0.44, -0.14], [0.32, 0.54, -0.63], [-0.18, -0.51, 0.07], [-0.89, -0.06, -0.40], [0.36, 0.14, 1.01], [-0.93, 0.12, -0.50], [2.01, 0.37, -2.08], [-0.94, -0.67, 1.53], [-0.83, 0.85, 1.35], [0.51, -0.67, -0.33], [0.52, 0.15, 1.05], [-0.07, 0.52, 0.47], [0.01, -0.67, -0.20], [-0.06, 0.36, -0.70], [-0.22, -0.36, -0.60], [0.22, -1.07, 0.52], [-0.15, -0.11, 1.52], [1.26, 0.63, -1.00], [1.75, 0.64, -0.60], [-0.38, 0.62, 1.04], [-0.75, -0.39, 0.20], [-0.41, -0.28, -0.31], [0.22, 0.48, -0.57], [-0.87, -0.23, -0.29], [-0.90, -0.30, -0.50]]
}

***

{
  "formula": "C44H84FIN12O16",
  "method": "ωB97M-V/def2-TZVPD",
  "homo_energy_ev": -7.8,
  "e_tot_ha": -3984.880157,
  "multiplicity": 1,
  "e_lumo_ev": -1.2702,
  "homo_lumo_gap_ev": 6.5,
  "symbols": ["C", "O", "C", "C", "C", "C", "C", "C", "C", "C", "N", "C", "N", "C", "C", "O", "O", "C", "C", "O", "N", "C", "C", "O", "F", "C", "N", "C", "O", "C", "O", "O", "C", "I", "H", "H", "H", "H", "H", "H", "H", "H", "H", "H", "H", "H", "H", "H", "H", "H", "H", "H", "H", "H", "H", "H", "H", "H", "H", "H", "H", "H", "C", "C", "O", "N", "C", "H", "H", "H", "H", "H", "H", "H", "C", "C", "O", "N", "C", "H", "H", "H", "H", "H", "H", "H", "C", "C", "O", "N", "C", "H", "H", "H", "H", "H", "H", "H", "C", "C", "O", "N", "C", "H", "H", "H", "H", "H", "H", "H", "C", "C", "O", "N", "C", "H", "H", "H", "H", "H", "H", "H", "C", "C", "O", "N", "C", "H", "H", "H", "H", "H", "H", "H", "C", "C", "O", "N", "C", "H", "H", "H", "H", "H", "H", "H", "C", "C", "O", "N", "C", "H", "H", "H", "H", "H", "H", "H"],
  "xyz": [[-0.363, -8.515, 0.299], [0.415, -7.450, -0.362], [0.166, -6.151, 0.318], [-1.309, -5.618, -0.172], [-2.288, -5.102, 1.051], [-2.036, -3.551, 1.520], [-2.265, -2.430, 0.331], [-0.866, -1.574, 0.058], [-0.533, -1.358, -1.540], [0.791, -2.280, -1.873], [1.198, -2.202, -3.327], [0.112, -2.213, -4.379], [-0.896, -3.100, -4.669], [-1.087, -4.358, -3.794], [-2.090, -5.473, -4.493], [-1.543, -6.391, -5.299], [-3.517, -5.406, -4.140], [-3.964, -6.587, -3.385], [-4.704, -6.398, -1.901], [-3.854, -7.853, -3.847], [0.411, -0.950, -5.160], [-0.367, -0.701, -6.433], [-1.774, 0.070, -5.956], [-1.677, 1.072, -5.042], [-3.081, -0.351, -6.555], [1.829, -0.430, -5.097], [1.664, 0.995, -4.569], [1.722, 1.883, -5.645], [2.140, 2.905, -6.430], [2.874, -0.714, -6.328], [2.662, -1.491, -7.393], [4.223, -0.070, -6.205], [2.301, -1.242, -3.713], [2.845, 0.424, -2.406], [0.211, -9.546, 0.226], [-0.580, -8.172, 1.401], [-1.424, -8.553, -0.243], [0.321, -6.182, 1.477], [0.985, -5.406, -0.129], [-1.118, -4.680, -0.860], [-1.817, -6.431, -0.869], [-2.138, -5.857, 1.945], [-3.404, -5.250, 0.654], [-0.982, -3.451, 2.022], [-2.851, -3.314, 2.349], [-3.050, -1.620, 0.718], [-2.734, -2.882, -0.646], [-0.904, -0.523, 0.577], [0.010, -2.221, 0.516], [-1.479, -1.787, -2.128], [-0.368, -0.244, -1.860], [1.692, -2.105, -1.110], [0.454, -3.407, -1.673], [-1.596, -3.004, -5.451], [-1.681, -3.960, -2.838], [-0.078, -4.800, -3.400], [-5.057, -5.265, -1.860], [-5.617, -7.155, -1.787], [-3.986, -6.605, -1.000], [0.189, -0.001, -7.189], [-0.726, -1.696, -6.964], [3.159, -1.964, -4.102], [-5.864, 1.200, -5.977], [-6.917, 2.092, -5.384], [-7.566, 1.767, -4.392], [-7.148, 3.298, -5.978], [-6.500, 3.861, -7.138], [-5.798, 0.276, -5.394], [-6.129, 0.939, -7.006], [-4.891, 1.697, -5.948], [-7.871, 3.840, -5.519], [-6.039, 4.807, -6.844], [-7.267, 4.056, -7.892], [-5.740, 3.199, -7.554], [4.134, -4.127, 1.965], [3.822, -2.945, 1.091], [2.676, -2.679, 0.738], [4.857, -2.154, 0.686], [6.261, -2.294, 0.988], [3.208, -4.658, 2.204], [4.802, -4.816, 1.441], [4.590, -3.792, 2.901], [4.565, -1.380, 0.100], [6.592, -1.382, 1.492], [6.802, -2.398, 0.044], [6.467, -3.156, 1.623], [4.583, 0.681, 2.829], [6.022, 1.047, 3.064], [6.932, 0.592, 2.375], [6.308, 1.912, 4.079], [5.392, 2.551, 4.994], [4.517, -0.015, 1.988], [4.170, 0.192, 3.715], [4.004, 1.575, 2.582], [7.297, 2.108, 4.173], [5.506, 3.632, 4.887], [5.671, 2.260, 6.010], [4.354, 2.273, 4.807], [-7.424, 6.702, -11.597], [-7.458, 6.561, -10.101], [-6.623, 5.899, -9.489], [-8.454, 7.194, -9.417], [-9.520, 8.012, -9.945], [-6.574, 6.142, -11.997], [-8.341, 6.297, -12.033], [-7.303, 7.754, -11.872], [-8.408, 7.051, -8.416], [-9.442, 9.003, -9.493], [-10.470, 7.559, -9.653], [-9.478, 8.102, -11.031], [0.758, -0.447, 5.950], [2.215, -0.749, 6.165], [2.942, -1.139, 5.255], [2.729, -0.581, 7.417], [2.049, -0.136, 8.610], [0.499, -0.629, 4.903], [0.143, -1.098, 6.576], [0.556, 0.603, 6.178], [3.715, -0.805, 7.480], [2.550, 0.766, 8.969], [2.141, -0.921, 9.365], [0.994, 0.078, 8.434], [-6.655, 7.381, -2.745], [-7.950, 6.959, -3.382], [-8.554, 7.681, -4.172], [-8.456, 5.734, -3.061], [-7.905, 4.746, -2.164], [-6.383, 8.379, -3.100], [-6.767, 7.419, -1.658], [-5.857, 6.687, -3.023], [-9.329, 5.524, -3.531], [-7.738, 3.828, -2.733], [-8.640, 4.554, -1.380], [-6.966, 5.070, -1.713], [4.665, -0.552, 12.971], [4.116, 0.099, 11.732], [3.094, -0.304, 11.182], [4.786, 1.170, 11.217], [5.992, 1.791, 11.709], [4.022, -1.389, 13.258], [5.670, -0.939, 12.777], [4.685, 0.167, 13.794], [4.353, 1.551, 10.384], [5.769, 2.838, 11.927], [6.745, 1.742, 10.918], [6.375, 1.305, 12.607], [9.843, 1.278, 7.853], [8.790, 2.171, 8.447], [8.142, 1.845, 9.438], [8.560, 3.377, 7.853], [9.207, 3.940, 6.692], [9.910, 0.355, 8.436], [9.578, 1.018, 6.824], [10.817, 1.775, 7.882], [7.836, 3.919, 8.311], [9.668, 4.885, 6.987], [8.440, 4.134, 5.938], [9.967, 3.277, 6.276]],
  "atomic_forces_ev_per_a": [[-0.96, 0.43, -0.19], [-0.64, 0.40, 2.32], [0.27, 0.70, -1.69], [0.15, 1.02, 0.16], [-0.23, -0.76, -0.73], [-1.09, -0.23, 0.30], [0.12, 1.16, 0.77], [0.16, -0.45, -0.43], [-0.03, -0.72, 0.32], [-1.44, -1.25, 1.16], [-2.84, 0.13, -1.46], [3.38, 3.98, -0.56], [1.34, -0.26, 1.15], [-1.89, 0.77, 1.81], [3.46, -4.64, -4.07], [-4.15, 6.22, 5.46], [2.54, -1.86, 1.26], [-0.29, -7.78, -1.08], [-0.26, 1.11, -0.78], [-0.34, 9.03, 2.68], [-1.66, -3.77, -1.43], [-1.96, -0.55, -0.04], [0.57, 5.77, 4.79], [-1.64, -7.57, -6.96], [3.95, 1.12, 1.74], [-0.63, -0.69, 2.48], [-0.34, 3.69, -8.70], [4.30, 3.86, -0.74], [-4.02, -8.39, 6.50], [6.54, 0.05, -4.39], [-0.92, 3.37, 5.78], [-7.88, -2.87, 0.72], [0.70, -0.89, -3.00], [0.75, -1.83, 1.19], [-1.25, 2.32, 0.15], [0.57, -1.06, -1.88], [2.19, -0.35, 1.15], [-0.51, -0.20, -2.07], [-1.68, -1.71, 1.08], [-0.41, -1.79, 1.26], [1.10, 1.56, 1.68], [-0.37, 1.64, -1.61], [2.28, 0.57, 1.06], [-1.95, -0.12, -1.09], [1.83, -0.62, -1.57], [1.53, -1.94, -0.84], [1.10, 0.68, 1.79], [0.06, -2.19, -0.85], [-1.61, 1.56, -0.83], [2.08, 0.99, 0.93], [-0.27, -2.12, 0.68], [-1.86, -0.14, -2.01], [0.78, 2.32, -0.32], [1.52, 0.42, 1.14], [1.29, -1.01, -1.95], [-1.93, 0.64, -1.38], [0.60, -2.50, 0.13], [2.15, 1.77, -0.68], [-1.05, 0.41, -2.07], [-0.98, -1.47, 1.59], [1.13, 2.05, 0.88], [-1.21, 2.05, 1.48], [0.11, -0.22, 0.05], [-0.60, 0.44, 0.35], [0.19, 0.00, -0.12], [0.12, -0.87, 0.55], [-0.33, 0.38, 0.01], [-0.12, 0.30, -0.06], [0.20, 0.09, 0.02], [-0.07, -0.09, -0.19], [0.19, -0.10, -0.13], [0.09, -0.03, -0.38], [0.39, 0.10, -0.14], [-0.18, 0.08, 0.15], [-0.15, -0.20, 0.14], [0.34, 0.67, -0.42], [-0.24, -0.14, -0.03], [-1.02, -0.68, 0.26], [0.26, 0.37, -0.16], [0.15, 0.23, -0.13], [0.06, 0.08, 0.18], [0.08, -0.12, -0.12], [0.09, -0.14, 0.03], [0.24, -0.19, -0.01], [0.20, -0.10, 0.17], [-0.17, 0.11, -0.14], [-0.07, -0.09, -0.09], [0.53, -0.08, -0.27], [-0.25, 0.19, 0.28], [0.02, -0.38, -0.46], [0.40, 0.12, 0.12], [0.11, 0.20, 0.27], [-0.17, 0.09, -0.07], [-0.07, -0.08, 0.14], [-0.25, -0.05, -0.03], [-0.27, 0.05, 0.18], [-0.28, 0.12, 0.11], [0.25, -0.03, -0.03], [0.15, -0.08, -0.24], [0.30, -0.27, 0.79], [-0.30, 0.25, -0.36], [0.55, -0.40, -0.30], [-0.09, 0.02, 0.44], [-0.19, 0.11, 0.25], [0.05, 0.20, -0.06], [-0.16, -0.10, -0.09], [-0.02, 0.09, -0.21], [-0.23, 0.07, -0.22], [-0.12, 0.23, -0.20], [0.08, -0.08, 0.22], [-0.22, -0.01, -0.23], [0.87, -0.18, 0.19], [-0.20, 0.12, 0.01], [-0.33, -0.05, -1.09], [0.19, -0.25, 0.11], [0.21, 0.00, 0.23], [-0.03, 0.23, 0.03], [-0.13, -0.15, 0.12], [-0.25, 0.01, 0.03], [-0.31, -0.12, 0.21], [-0.20, 0.45, -0.01], [0.20, -0.04, -0.14], [0.20, 0.22, 0.02], [-0.76, 0.11, -0.53], [0.32, -0.21, 0.25], [0.23, 0.68, -0.29], [-0.30, -0.37, -0.11], [-0.20, -0.26, 0.01], [0.16, -0.12, -0.07], [-0.03, 0.03, 0.21], [0.20, 0.05, 0.16], [0.14, -0.14, 0.27], [0.24, -0.15, 0.14], [-0.20, 0.05, -0.14], [-0.03, -0.23, 0.18], [-0.34, 0.30, -0.58], [0.42, 0.04, 0.63], [-0.62, -0.75, 0.31], [0.20, 0.27, -0.42], [0.07, 0.25, -0.20], [-0.02, 0.14, 0.17], [0.19, -0.10, -0.05], [0.17, -0.08, 0.23], [0.24, 0.02, 0.19], [0.04, 0.13, 0.41], [-0.20, 0.03, -0.15], [0.11, -0.24, 0.06], [-0.50, 0.21, 0.45], [0.35, 0.06, -0.51], [0.00, -0.66, 0.38], [-0.25, 0.31, 0.10], [-0.13, 0.30, -0.07], [0.19, 0.07, 0.03], [-0.07, -0.07, -0.19], [0.20, -0.10, -0.11], [0.13, -0.02, -0.31], [0.25, 0.08, -0.20], [-0.17, 0.07, 0.16]]
}